1.
Computed, not measured: a molecular structure, C23H55N2RuSb2Si4Te in a non-equilibrium geometry, with wB97M-V/def2-TZVPD.

```
! wB97M-V def2-TZVPD RIJCOSX def2/J DEFGRID3
* xyz 2 2
Ru 0.53168 2.60562 -0.56056
N 2.96918 2.98182 -1.33636
C 3.21058 4.35112 -1.81946
C 2.25478 5.33252 -1.13716
N 0.86298 4.94982 -1.42506
H 3.49878 2.82652 -0.47536
H 3.30958 2.30592 -2.02066
H 3.02698 4.37362 -2.89696
H 4.24298 4.67402 -1.63816
H 2.48608 6.35052 -1.47766
H 2.40128 5.29862 -0.05016
H 0.70108 5.04192 -2.43066
H 0.22988 5.61192 -0.97386
C -3.71372 2.68812 -2.03196
Sb -2.00592 2.45192 -0.77126
C -2.73722 0.73692 0.32914
C -2.53182 4.00162 0.71374
C -2.94192 3.34972 1.96904
C -4.25932 2.90452 2.08724
C -4.67662 2.16582 3.17564
C -3.76162 1.82552 4.16154
C -2.47172 2.31232 4.08944
C -2.04902 3.10612 3.02614
C -0.69232 3.69252 3.07544
Sb 0.79488 2.57832 1.95444
C 2.50878 3.48422 2.86624
C 0.73458 0.79512 3.15904
H -3.62872 2.06352 -2.91236
H -3.79692 3.72512 -2.33856
H -4.59202 2.40232 -1.46566
H -3.77902 0.90612 0.59084
H -2.16562 0.63412 1.25564
H -2.65332 -0.17768 -0.25716
H -3.35282 4.55532 0.26484
H -1.66352 4.65792 0.81844
H -4.96412 3.16362 1.30944
H -5.70262 1.84332 3.25374
H -4.05432 1.20242 4.99214
H -1.77352 2.10312 4.88544
H -0.30662 3.68912 4.09304
H -0.67612 4.71532 2.70054
H 2.43568 3.33952 3.93864
H 2.52438 4.55042 2.65004
H 3.43058 3.03242 2.50764
H 0.65968 1.11862 4.19274
H 1.65528 0.22902 3.02864
H -0.12292 0.16682 2.92174
C -1.52602 -5.34918 -0.80436
Si -1.58412 -3.45378 -0.71026
C -2.02542 -2.84468 1.03904
C -2.59602 -2.61548 -2.08946
Si 0.89108 -2.35758 -1.04956
Te 0.59778 0.15002 -0.65826
Si 2.29848 -3.44338 0.73694
C 2.36108 -5.33328 0.50574
C 1.57078 -2.96798 2.43844
C 4.00838 -2.65908 0.42014
Si 1.46268 -3.16128 -3.38786
C 3.24378 -2.52228 -3.62936
C 1.41268 -5.06638 -3.37186
C 0.25618 -2.48298 -4.70446
H -2.51402 -5.76208 -0.61326
H -0.85122 -5.76358 -0.06376
H -1.20772 -5.70708 -1.77626
H -3.10092 -2.75128 1.16424
H -1.57862 -1.87678 1.23914
H -1.67072 -3.53418 1.79744
H -3.64232 -2.52498 -1.80866
H -2.56052 -3.18548 -3.01156
H -2.21682 -1.62028 -2.30446
H 1.38818 -5.79528 0.61894
H 3.02078 -5.79298 1.23634
H 2.73898 -5.60058 -0.47346
H 0.77598 -3.64038 2.74124
H 1.15958 -1.96578 2.39894
H 2.32168 -2.98768 3.22374
H 4.48708 -3.10548 -0.44396
H 4.68348 -2.78658 1.26074
H 3.90978 -1.59518 0.22864
H 3.93748 -3.04118 -2.97776
H 3.31398 -1.46008 -3.42136
H 3.58428 -2.68118 -4.64846
H 2.02068 -5.47958 -2.57706
H 1.79358 -5.46458 -4.30816
H 0.40468 -5.44428 -3.25516
H 0.06588 -1.42358 -4.56706
H -0.69382 -3.00618 -4.68076
H 0.66268 -2.61368 -5.70436
*
```

Computed properties:
Frontier orbital gap (alpha / beta)   5.87 / 5.28 eV
Maximum force   3.42 eV/Å
HOMO (alpha / beta)   -12.495 / -12.601 eV
Lowest unoccupied orbital energy (alpha / beta)   -0.2436 / -0.2690 hartree



2.
Computed, not measured: a molecular structure, C4H17INO4 in a non-equilibrium geometry, with wB97M-V/def2-TZVPD.

```
! wB97M-V def2-TZVPD RIJCOSX def2/J DEFGRID3
* xyz -1 1
I 0.84947 -0.47671 -1.77130
C -0.65707 -2.39819 1.26510
C -1.07904 -0.95127 0.89351
C -0.04677 0.24973 1.19942
O -0.81268 1.42670 1.19011
C -0.25080 2.66968 1.78370
N -1.53053 -0.91075 -0.43955
H -1.53089 -3.04247 1.16789
H -0.46282 -2.53385 2.32904
H 0.27731 -2.70585 0.79565
H -1.85164 -0.56497 1.55832
H 0.72721 0.34092 0.43736
H 0.44859 0.20120 2.16915
H -0.20587 2.63950 2.87236
H -0.78082 3.59501 1.55803
H 0.76578 2.75300 1.39935
H -0.77503 -0.65857 -1.06062
H -2.07136 -0.05987 -0.49957
O 2.32290 -2.45170 -0.45730
H 1.64108 -2.88996 0.05190
H 1.88955 -1.68210 -0.82628
O 1.50856 1.11814 -3.92006
H 1.63334 1.82311 -3.28471
H 1.34500 0.34042 -3.38655
O -0.70415 1.68719 -1.67140
H -0.86607 0.78375 -1.94309
H 0.21674 1.69794 -1.41047
*
```

Computed properties:
Frontier orbital gap   7.36 eV
Maximum force   5.10 eV/Å
HOMO   -4.106 eV
Relative energy (zero: lowest compared OMol25 entry of this formula, charge and spin)   568.42 kJ/mol
Lowest unoccupied orbital energy   0.1195 hartree



3.
Computed, not measured: C2H9N2OPS2 in the gas phase in a non-equilibrium geometry, with wB97M-V/def2-TZVPD.

```
! wB97M-V def2-TZVPD RIJCOSX def2/J DEFGRID3
* xyz 0 1
C -2.56079 0.25475 0.99665
C -1.19710 -0.76641 -1.37843
N 2.55404 -0.69334 0.85040
N 2.35887 1.23625 -1.11337
O 0.85144 1.14732 0.96059
P 1.66884 0.17664 -0.22416
S 0.37512 -1.47324 -0.81149
S -1.85885 0.72733 -0.62484
H -3.41235 -0.43353 0.73925
H -2.91872 1.23590 1.46720
H -1.75240 -0.14633 1.68539
H -1.92809 -1.63935 -1.13794
H -1.06918 -0.49891 -2.31049
H 3.51341 -1.06954 0.68981
H 1.93434 -1.05330 1.57522
H 2.88649 0.99236 -1.94542
H 0.55495 2.00338 0.58164
*
```

Computed properties:
Frontier orbital gap   9.32 eV
Maximum force   6.51 eV/Å
HOMO   -8.747 eV
SMILES   CSCS[P@](=N)(N)O
Relative energy (zero: lowest compared OMol25 entry of this formula, charge and spin)   26.72 kJ/mol
Lowest unoccupied orbital energy   0.0212 hartree



4.
Computed, not measured: 3 unconnected molecules or ions with the total composition C8H14Cl8 in a non-equilibrium geometry, with wB97M-V/def2-TZVPD.

```
! wB97M-V def2-TZVPD RIJCOSX def2/J DEFGRID3
* xyz 0 1
C -2.46531 -3.11310 0.30222
Cl -1.73229 -4.49834 -0.65163
Cl -4.20740 -3.44771 0.39812
Cl -1.73877 -2.81473 1.85980
Cl -2.26098 -1.68524 -0.67171
C 2.21238 -5.20293 1.43034
Cl 2.73780 -3.64707 0.74196
Cl 0.52139 -5.52932 0.93030
Cl 3.28031 -6.50454 0.87158
Cl 2.45982 -5.19443 3.15266
C 0.77679 0.48890 1.88100
C 1.04184 1.92924 1.30947
C 0.87799 2.01766 -0.22734
C -0.57178 1.89119 -0.68239
C -0.87612 2.29081 -2.18918
C -0.78403 3.82960 -2.60044
H 1.70377 -0.08395 1.85552
H 0.02376 -0.10498 1.36298
H 0.42078 0.55342 2.90920
H 0.20729 2.53666 1.65971
H 2.04431 2.24740 1.59571
H 1.54042 1.32851 -0.75113
H 1.34377 2.97577 -0.45794
H -0.92843 0.86813 -0.56304
H -1.27609 2.46178 -0.07701
H -0.16508 1.81631 -2.86547
H -1.87069 1.95399 -2.48155
H 0.20693 4.28114 -2.55342
H -1.13408 3.99086 -3.62003
H -1.38842 4.36492 -1.86815
*
```

Computed properties:
Frontier orbital gap   11.00 eV
Maximum force   2.43 eV/Å
HOMO   -10.915 eV
SMILES   ClC(Cl)(Cl)Cl.ClC(Cl)(Cl)Cl.CCCCCC
Relative energy (zero: lowest compared OMol25 entry of this formula, charge and spin)   0.00 kJ/mol
Lowest unoccupied orbital energy   0.0033 hartree



5.
Computed, not measured: a molecular structure, C4H5N3O in a non-equilibrium geometry, with wB97M-V/def2-TZVPD.

```
! wB97M-V def2-TZVPD RIJCOSX def2/J DEFGRID3
* xyz 0 1
C -0.20990 0.58438 1.06367
C -0.95313 -0.42788 -1.05770
C -0.24526 -0.89000 -2.09394
C 1.09853 -0.77307 -1.65216
H 0.42130 1.79112 3.62309
H -1.20123 0.90586 1.46582
H -1.99649 -0.26882 -0.54268
H -0.42691 -1.16206 -3.18958
H 1.97992 -1.22296 -2.38233
N 0.52040 0.72382 2.05349
N 0.04874 0.03338 -0.08172
N 1.21664 -0.03214 -0.53257
O -0.25261 0.73837 3.32660
*
```

Computed properties:
Frontier orbital gap   9.60 eV
Maximum force   7.65 eV/Å
HOMO   -9.080 eV
Relative energy (zero: lowest compared OMol25 entry of this formula, charge and spin)   722.46 kJ/mol
Lowest unoccupied orbital energy   0.0191 hartree



6.
Computed, not measured: a molecular structure, C11H17Cl2NO2PSSn in a non-equilibrium geometry, with wB97M-V/def2-TZVPD.

```
! wB97M-V def2-TZVPD RIJCOSX def2/J DEFGRID3
* xyz 3 1
C 4.43248 1.17386 3.00632
C 3.73191 0.71966 1.81187
H 5.37217 0.48183 3.16582
H 3.77903 1.22483 3.93316
H 4.88406 2.24032 2.87487
O 3.61727 -0.03133 0.91594
Cl 0.93488 1.29859 3.50502
Sn 0.80428 0.44280 1.35210
P 1.38836 0.54541 -1.49596
C 1.61085 -0.93763 -2.51242
C 0.25886 1.55971 -2.51929
H 2.98125 2.35628 -1.23243
H 3.13132 1.58308 -2.86102
H 3.82192 0.77049 -1.39729
C 2.99491 1.39287 -1.77762
H 0.04653 2.48230 -1.96102
H 0.68493 1.80735 -3.50512
H 2.16066 -0.74485 -3.43837
H 0.64156 -1.37840 -2.75400
H -0.68649 1.01780 -2.64057
H 2.17194 -1.65853 -1.91497
C -0.43368 -1.75482 -0.12415
O -0.94220 -2.75024 -0.40723
Cl 0.82586 2.80955 0.81650
S -2.16300 1.14216 0.47793
C -3.18918 -0.17163 0.58942
N -2.90426 -1.18917 1.46420
C -3.72635 -2.26402 1.65166
C -4.91503 -2.35010 0.94345
C -5.22390 -1.33758 0.01398
C -4.35006 -0.28342 -0.17883
H -2.06128 -1.03985 2.01108
H -3.34807 -2.96580 2.42686
H -5.53588 -3.22973 1.14869
H -6.17314 -1.44737 -0.49971
H -4.62249 0.48555 -0.88889
*
```

Computed properties:
Frontier orbital gap (alpha / beta)   5.39 / 6.32 eV
Maximum force   5.96 eV/Å
HOMO (alpha / beta)   -18.300 / -19.031 eV
Relative energy (zero: lowest compared OMol25 entry of this formula, charge and spin)   10.70 kJ/mol
Lowest unoccupied orbital energy (alpha / beta)   -0.4746 / -0.4671 hartree



7.
Computed, not measured: 2 unconnected molecules or ions with the total composition C4H10P2 in a non-equilibrium geometry, with wB97M-V/def2-TZVPD.

```
! wB97M-V def2-TZVPD RIJCOSX def2/J DEFGRID3
* xyz 0 1
C -1.96136 0.55948 -0.54907
C 2.03197 0.80791 0.21097
C 0.78929 -0.12814 0.46892
C -0.11300 -0.45928 -0.69384
P -1.83888 1.82087 0.44841
P -0.82063 -2.24595 -0.54700
H -2.68557 0.09821 -1.17816
H 2.87539 0.18682 -0.43333
H 2.40741 1.06707 1.17571
H 1.84279 1.67415 -0.42574
H 0.15482 0.46497 1.26903
H 1.00849 -1.11593 0.85953
H 0.42993 -0.32608 -1.68019
H -3.21203 2.41655 0.29017
H -1.30018 -1.85937 0.73567
H 0.39154 -2.96126 0.04892
*
```

Computed properties:
Frontier orbital gap   9.57 eV
Maximum force   4.44 eV/Å
HOMO   -9.289 eV
Relative energy (zero: lowest compared OMol25 entry of this formula, charge and spin)   269.77 kJ/mol
Lowest unoccupied orbital energy   0.0105 hartree



8.
Computed, not measured: 2 unconnected molecules or ions with the total composition C5H12N2O in a non-equilibrium geometry, with wB97M-V/def2-TZVPD.

```
! wB97M-V def2-TZVPD RIJCOSX def2/J DEFGRID3
* xyz 0 1
C -1.78766 -0.21346 -1.43968
C -1.00394 -0.83704 0.94535
N -1.97936 -0.01195 1.39941
C -0.86757 -1.01360 -0.53290
O -0.09833 -1.19826 1.69814
H 1.58717 -0.69089 1.01697
H -2.04991 0.12699 2.39361
H -2.74065 0.28213 0.81477
H -0.93370 -2.08390 -0.74233
H -1.68739 0.85538 -1.25271
H -2.83336 -0.49717 -1.31701
H -1.52244 -0.39504 -2.48013
C 1.92393 1.46720 0.43291
C 2.11322 -0.00737 0.22936
N 2.82532 -0.57393 -0.64017
H 3.19944 0.06314 -1.35073
H 0.24738 -0.76498 -0.69326
H 0.87220 1.67283 0.63646
H 2.25737 2.03600 -0.43414
H 2.47827 1.78390 1.31606
*
```

Computed properties:
Frontier orbital gap   9.93 eV
Maximum force   2.29 eV/Å
HOMO   -9.164 eV
SMILES   [H]/N=C\C.CCC(N)=O
Relative energy (zero: lowest compared OMol25 entry of this formula, charge and spin)   136.27 kJ/mol
Lowest unoccupied orbital energy   0.0280 hartree



Question: Among the records above, which one has the lowest maximum force?
Answer: C5H12N2O